# 1
Below is an isolated ion of composition C4H11N2O and charge +1, with properties calculated with ωB97M-V/def2-TZVPD.

```
! RIJCOSX wB97M-V def2-TZVPD def2/J DEFGRID3
* xyz 1 1
N -0.84 1.54 -0.24
C -1.41 0.76 0.94
C -1.56 -0.69 0.41
N -0.35 -0.95 -0.40
C 0.89 -1.31 0.23
C 1.97 -0.36 -0.35
O 1.68 0.79 -0.62
H -1.45 1.49 -1.05
H 0.20 1.24 -0.50
H -0.94 2.54 0.01
H -0.64 0.93 1.71
H -2.34 1.19 1.22
H -2.45 -0.83 -0.24
H -1.69 -1.50 1.11
H -0.56 -1.62 -1.13
H 0.77 -1.12 1.28
H 1.25 -2.37 0.12
H 2.96 -0.73 -0.55
*
```

Computed properties:
- HOMO level: -13.59 eV
- Kohn-Sham gap: 10.3 eV
- Electronic energy: -343.4932 hartree
- SMILES: [NH3+]CCNCC=O
- Relative energy (zero: lowest compared OMol25 entry of this formula, charge and spin): 186.3 kJ/mol
- Max |F|: 1.85 eV Å⁻¹
- LUMO energy: -3.312 eV

# 2
Below is one molecule with the formula C3H3NO, with properties calculated with ωB97M-V/def2-TZVPD.

```
! RIJCOSX wB97M-V def2-TZVPD def2/J DEFGRID3
* xyz 0 1
C 1.33 -1.00 0.01
C 0.41 0.20 -0.01
C -1.05 -0.07 -0.05
H 2.01 -0.88 -0.84
H 1.95 -0.97 0.92
H 0.82 -1.98 -0.07
N -2.19 -0.24 0.03
O 0.81 1.34 0.01
*
```

Computed properties:
- HOMO level: -11.31 eV
- Kohn-Sham gap: 10.9 eV
- Electronic energy: -246.0810 hartree
- SMILES: CC(=O)C#N
- Relative energy (zero: lowest compared OMol25 entry of this formula, charge and spin): 27.8 kJ/mol
- Max |F|: 1.02 eV Å⁻¹
- LUMO energy: -0.447 eV

# 3
Below is one molecule with the formula C9H12BNO3, with properties calculated with ωB97M-V/def2-TZVPD.

```
! RIJCOSX wB97M-V def2-TZVPD def2/J DEFGRID3
* xyz 0 1
B -1.43 -2.19 0.07
C -0.34 -3.25 0.36
C -0.83 2.24 1.67
C -0.99 1.60 0.56
C 0.52 -0.62 -0.38
C -2.04 0.09 -1.12
C -1.80 0.36 0.30
C -0.95 -0.76 -0.35
C 2.81 1.22 -0.05
C 2.46 0.37 -1.24
N 0.35 -4.16 0.48
O 1.15 -1.31 0.39
O -2.79 -2.64 0.31
O 1.01 0.20 -1.25
H -0.11 3.14 1.74
H -1.32 2.07 2.63
H -0.37 2.07 -0.23
H -2.81 -0.52 -1.40
H -1.56 0.71 -1.86
H -2.49 0.14 1.06
H 3.63 2.04 -0.07
H 2.03 1.88 0.31
H 3.13 0.56 0.76
H 2.87 -0.67 -1.12
H 2.73 0.95 -2.10
H -2.85 -3.52 0.55
*
```

Computed properties:
- HOMO level: -9.97 eV
- Kohn-Sham gap: 10.3 eV
- Electronic energy: -655.4450 hartree
- SMILES: C=C[C@H]1C[C@@]1(B(O)C#N)C(=O)OCC
- Relative energy (zero: lowest compared OMol25 entry of this formula, charge and spin): 326.1 kJ/mol
- Max |F|: 5.52 eV Å⁻¹
- LUMO energy: 0.307 eV

# 4
Below is an isolated ion of composition C2H3N2O2 and charge -1, with properties calculated with ωB97M-V/def2-TZVPD.

```
! RIJCOSX wB97M-V def2-TZVPD def2/J DEFGRID3
* xyz -1 1
C -1.02 -0.96 0.15
C -0.46 0.51 -0.02
N -0.42 -2.00 -0.04
N 1.83 0.33 -0.48
O 2.95 0.33 0.04
O 0.83 0.69 0.45
H -2.10 -0.86 0.43
H -0.52 0.74 -1.09
H -1.09 1.21 0.55
*
```

Computed properties:
- HOMO level (spin up / spin down): -1.66 / -1.67 eV
- Kohn-Sham gap (spin up / spin down): 5.9 / 5.9 eV
- Electronic energy: -337.8649 hartree
- Relative energy (zero: lowest compared OMol25 entry of this formula, charge and spin): 379.3 kJ/mol
- Max |F|: 3.67 eV Å⁻¹
- LUMO energy (spin up / spin down): 4.198 / 4.201 eV

# 5
Below is C29H43BrN14S as an isolated structure, with properties calculated with ωB97M-V/def2-TZVPD.

```
! RIJCOSX wB97M-V def2-TZVPD def2/J DEFGRID3
* xyz 0 1
C 6.47 0.53 -0.83
C 5.34 -0.02 0.09
Br 5.78 0.64 1.91
C 4.00 0.58 -0.41
C 2.84 -0.42 -0.49
C 1.59 0.04 -0.16
C 0.41 -0.81 -0.22
C -1.02 -0.35 0.10
C -1.31 1.17 -0.16
N -2.79 1.34 -0.05
N -0.95 1.62 -1.49
N -0.75 2.06 0.88
C 0.54 -2.12 -0.60
C 1.80 -2.69 -0.97
N 2.08 -3.94 -1.36
S 3.69 -3.92 -1.66
N 4.08 -2.38 -1.31
C 2.95 -1.78 -0.91
H 6.57 -0.07 -1.75
H 7.44 0.50 -0.32
H 6.26 1.57 -1.14
H 5.36 -1.11 0.14
H 4.10 1.11 -1.38
H 3.70 1.35 0.32
H 1.47 1.08 0.17
H -1.32 -0.62 1.13
H -1.68 -0.91 -0.59
H -3.17 0.71 -0.76
H -3.05 0.89 0.83
H 0.04 1.83 -1.55
H -1.25 0.96 -2.20
H -1.50 2.16 1.57
H -0.03 1.54 1.38
H -0.35 -2.75 -0.66
C -3.93 0.31 -4.10
C -2.59 -0.28 -3.94
N -1.55 -0.75 -3.85
H -4.33 0.04 -5.07
H -4.59 -0.07 -3.32
H -3.87 1.39 -4.02
C -3.54 0.27 4.13
C -3.93 -0.17 2.78
N -4.24 -0.51 1.73
H -4.42 0.44 4.73
H -2.91 -0.49 4.60
H -2.97 1.21 4.06
C -1.34 3.47 -5.48
C -2.51 3.54 -4.60
N -3.43 3.59 -3.91
H -1.33 2.52 -6.01
H -1.36 4.28 -6.20
H -0.43 3.54 -4.88
C -2.72 3.34 -9.22
C -1.33 3.71 -8.90
N -0.25 3.99 -8.67
H -2.75 2.78 -10.15
H -3.14 2.73 -8.42
H -3.32 4.24 -9.33
C 5.34 -0.64 5.37
C 4.17 -0.55 6.25
N 3.25 -0.46 6.94
H 5.30 -1.58 4.80
H 5.34 0.19 4.67
H 6.25 -0.62 5.96
C 1.14 -3.68 6.41
C -0.16 -3.03 6.18
N -1.17 -2.52 5.99
H 0.99 -4.65 6.89
H 1.65 -3.83 5.46
H 1.76 -3.06 7.06
C 4.87 3.35 8.05
C 5.37 3.25 6.67
N 5.75 3.17 5.59
H 5.64 3.78 8.69
H 3.99 3.99 8.08
H 4.61 2.36 8.42
C -2.43 -3.72 -6.38
C -2.95 -2.59 -7.16
N -3.35 -1.70 -7.77
H -1.87 -3.35 -5.52
H -3.25 -4.33 -6.02
H -1.77 -4.33 -7.00
C -6.62 -3.06 3.46
C -6.26 -2.09 4.50
N -5.98 -1.33 5.31
H -6.87 -2.53 2.54
H -5.78 -3.72 3.27
H -7.48 -3.64 3.78
*
```

Computed properties:
- HOMO level: -8.64 eV
- Kohn-Sham gap: 8.1 eV
- Electronic energy: -4869.5444 hartree
- Max |F|: 2.08 eV Å⁻¹
- LUMO energy: -0.580 eV

# 6
Below is C28H29AlN4O12P as an isolated structure, with properties calculated with ωB97M-V/def2-TZVPD.

```
! RIJCOSX wB97M-V def2-TZVPD def2/J DEFGRID3
* xyz -1 1
C 3.54 -1.60 1.85
C 2.95 -1.92 0.49
O 3.21 -1.22 -0.44
O 2.16 -3.00 0.24
C 1.16 -3.23 1.23
O 1.40 -3.53 2.35
C -0.25 -3.10 0.76
Al -1.29 -1.70 1.88
P -0.34 0.39 1.24
O -0.82 1.54 2.13
H 3.53 -2.52 2.45
H 4.57 -1.27 1.73
H 2.97 -0.83 2.39
H -0.71 -4.07 0.99
H -0.31 -2.90 -0.32
H -0.97 -1.88 3.41
H -2.86 -1.75 1.56
H -0.63 0.61 -0.14
H 1.07 0.23 1.41
C 5.03 -1.54 -3.39
C 3.83 -2.17 -3.09
C 3.23 -2.99 -4.03
C 3.84 -3.17 -5.26
C 5.03 -2.53 -5.57
C 5.62 -1.72 -4.63
N 3.22 -4.05 -6.26
O 2.16 -4.58 -5.97
O 3.79 -4.21 -7.32
H 5.50 -0.90 -2.65
H 3.37 -2.02 -2.11
H 2.29 -3.48 -3.79
H 5.50 -2.67 -6.54
H 6.56 -1.22 -4.86
C -1.69 0.83 8.52
C -2.90 0.19 8.79
C -3.42 -0.70 7.87
C -2.73 -0.95 6.69
C -1.53 -0.31 6.42
C -1.01 0.58 7.34
N -3.26 -1.91 5.72
O -4.33 -2.44 5.98
O -2.59 -2.11 4.73
H -1.28 1.53 9.25
H -3.43 0.39 9.71
H -4.36 -1.20 8.07
H -1.00 -0.51 5.49
H -0.08 1.09 7.13
C -1.19 5.43 1.57
C -1.86 4.21 1.56
C -3.19 4.15 1.17
C -3.84 5.32 0.79
C -3.19 6.54 0.81
C -1.86 6.60 1.20
N -5.24 5.26 0.36
O -5.80 4.18 0.38
O -5.77 6.30 0.00
H -0.15 5.48 1.86
H -1.33 3.29 1.85
H -3.70 3.20 1.17
H -3.70 7.45 0.51
H -1.34 7.55 1.21
C 0.41 0.35 -7.21
C 0.76 1.22 -6.18
C 0.38 0.94 -4.88
C -0.35 -0.20 -4.61
C -0.72 -1.07 -5.63
C -0.33 -0.79 -6.93
N -0.74 -0.51 -3.23
O -0.42 0.29 -2.37
O -1.35 -1.54 -3.03
H 0.71 0.56 -8.22
H 1.34 2.10 -6.40
H 0.65 1.62 -4.08
H -1.29 -1.96 -5.42
H -0.61 -1.47 -7.73
*
```

Computed properties:
- HOMO level: -5.09 eV
- Kohn-Sham gap: 6.4 eV
- Electronic energy: -2789.7719 hartree
- Max |F|: 3.13 eV Å⁻¹
- LUMO energy: 1.288 eV

# 7
Below is C2H2N2OS as an isolated structure, with properties calculated with ωB97M-V/def2-TZVPD.

```
! RIJCOSX wB97M-V def2-TZVPD def2/J DEFGRID3
* xyz 0 1
C 0.93 -0.04 -0.28
C -0.66 -0.49 0.82
H -1.42 -0.93 1.48
H -0.43 1.09 -1.37
N 0.51 -0.91 0.71
N 0.02 1.03 -0.43
O -1.27 0.42 0.05
S 2.31 -0.16 -0.99
*
```

Computed properties:
- HOMO level: -9.07 eV
- Kohn-Sham gap: 9.0 eV
- Electronic energy: -660.2488 hartree
- Relative energy (zero: lowest compared OMol25 entry of this formula, charge and spin): 259.8 kJ/mol
- Max |F|: 6.30 eV Å⁻¹
- LUMO energy: -0.106 eV

# 8
Below is C27H21InN10O3Se as an isolated structure, with properties calculated with ωB97M-V/def2-TZVPD.

```
! RIJCOSX wB97M-V def2-TZVPD def2/J DEFGRID3
* xyz 2 1
In -0.34 -0.26 0.18
Se 7.33 1.21 -0.71
N 6.42 0.15 0.39
C 5.16 0.27 0.08
C 4.09 -0.44 0.76
C 4.32 -1.31 1.83
C 3.25 -1.94 2.42
C 1.97 -1.69 1.94
N 1.74 -0.87 0.92
C 2.78 -0.24 0.33
C 2.47 0.67 -0.77
N 1.18 0.82 -1.11
C 0.85 1.65 -2.10
C 1.80 2.37 -2.81
C 3.13 2.23 -2.47
C 3.48 1.37 -1.43
C 4.86 1.17 -1.00
N 5.88 1.77 -1.56
H 5.33 -1.47 2.17
H 3.38 -2.61 3.26
H 1.09 -2.14 2.39
H -0.20 1.73 -2.34
H 1.49 3.02 -3.61
H 3.91 2.77 -2.99
N -0.39 -2.54 -0.36
C -1.14 -2.81 -1.57
C -1.18 -4.05 -2.15
C -1.95 -4.26 -3.32
C -2.68 -3.25 -3.86
C -2.66 -1.96 -3.27
C -3.41 -0.88 -3.77
C -3.35 0.34 -3.15
C -2.51 0.48 -2.03
N -1.79 -0.50 -1.54
C -1.86 -1.74 -2.13
H 0.54 -2.94 -0.42
H -0.85 -2.94 0.45
H -0.63 -4.87 -1.71
H -1.96 -5.25 -3.76
H -3.29 -3.41 -4.74
H -4.03 -1.02 -4.65
H -3.92 1.19 -3.50
H -2.44 1.43 -1.52
N -2.60 -1.02 3.65
C -1.51 -0.52 3.07
O -1.06 -1.11 2.01
C -0.88 0.63 3.61
C -1.55 1.50 4.49
N -2.10 2.33 5.07
C 0.33 1.10 3.06
N 1.31 1.47 2.56
H -3.12 -1.73 3.17
H -2.96 -0.64 4.51
N -1.60 3.67 2.39
C -2.78 3.00 1.77
C -2.37 1.69 1.08
O -3.17 0.80 0.96
O -1.14 1.69 0.63
H -1.59 3.47 3.40
H -1.61 4.68 2.27
H -0.74 3.29 1.96
H -3.22 3.66 1.03
H -3.51 2.79 2.54
*
```

Computed properties:
- HOMO level: -13.68 eV
- Kohn-Sham gap: 7.8 eV
- Electronic energy: -4406.0293 hartree
- Relative energy (zero: lowest compared OMol25 entry of this formula, charge and spin): 0.0 kJ/mol
- Max |F|: 0.30 eV Å⁻¹
- LUMO energy: -5.856 eV

# 9
Below is a 2-piece molecular cluster, C4H11NO overall, with properties calculated with ωB97M-V/def2-TZVPD.

```
! RIJCOSX wB97M-V def2-TZVPD def2/J DEFGRID3
* xyz 0 1
O 0.70 -2.04 1.30
C 1.14 -2.44 2.34
H 2.20 -2.74 2.44
H 0.51 -2.51 3.24
C -1.00 0.37 0.36
C 0.06 0.57 -0.72
C -0.57 0.42 -2.10
N 0.69 1.90 -0.64
H -1.57 -0.56 0.26
H -0.57 0.36 1.36
H -1.72 1.19 0.29
H 0.86 -0.16 -0.59
H 0.17 0.57 -2.88
H -1.03 -0.56 -2.24
H -1.34 1.19 -2.23
H 1.44 1.88 0.05
H 0.02 2.56 -0.25
*
```

Computed properties:
- HOMO level: -9.11 eV
- Kohn-Sham gap: 9.8 eV
- Electronic energy: -288.9619 hartree
- SMILES: CC(C)N.C=O
- Relative energy (zero: lowest compared OMol25 entry of this formula, charge and spin): 144.8 kJ/mol
- Max |F|: 0.42 eV Å⁻¹
- LUMO energy: 0.651 eV

# 10
Below is one molecule with the formula CH2N2O2, with properties calculated with ωB97M-V/def2-TZVPD.

```
! RIJCOSX wB97M-V def2-TZVPD def2/J DEFGRID3
* xyz 0 1
C 0.68 0.50 1.25
N -1.13 -0.38 -1.76
N -0.34 0.53 0.17
O 0.56 1.38 2.03
O -0.38 -0.42 -0.72
H 1.45 -0.42 1.36
H -0.84 -1.19 -2.32
*
```

Computed properties:
- HOMO level: -10.08 eV
- Kohn-Sham gap: 8.5 eV
- Electronic energy: -299.0771 hartree
- Relative energy (zero: lowest compared OMol25 entry of this formula, charge and spin): 682.0 kJ/mol
- Max |F|: 3.81 eV Å⁻¹
- LUMO energy: -1.592 eV

# 11
Below is a 3-piece molecular cluster, C20H45NO4 overall, with properties calculated with ωB97M-V/def2-TZVPD.

```
! RIJCOSX wB97M-V def2-TZVPD def2/J DEFGRID3
* xyz 0 1
C 0.24 3.99 1.57
O 1.13 4.44 0.57
C 1.38 3.51 -0.46
C 0.54 3.79 -1.72
C -0.30 2.63 -2.28
C -1.47 2.19 -1.43
O -1.10 1.63 -0.16
C -0.53 0.43 -0.21
O -0.53 -0.31 -1.15
O 0.08 0.20 0.96
C 0.06 -1.16 1.43
C 1.48 -1.70 1.50
N 1.53 -2.79 2.48
H 0.47 2.97 1.87
H 0.36 4.65 2.43
H -0.80 4.03 1.24
H 1.23 2.49 -0.09
H 2.44 3.60 -0.70
H -0.11 4.64 -1.50
H 1.21 4.11 -2.52
H 0.34 1.78 -2.55
H -0.74 2.97 -3.22
H -2.10 3.05 -1.18
H -2.09 1.47 -1.98
H -0.38 -1.15 2.42
H -0.56 -1.75 0.76
H 1.82 -1.99 0.50
H 2.12 -0.89 1.85
H 2.45 -3.21 2.48
H 0.87 -3.52 2.26
C 0.50 -1.72 5.65
C -0.03 -2.18 7.01
C -0.13 -3.70 7.13
C -1.07 -4.36 6.12
C -2.51 -3.85 6.15
C -3.21 -4.08 7.49
H -0.16 -2.03 4.84
H 0.59 -0.64 5.61
H 1.48 -2.15 5.45
H -1.00 -1.73 7.19
H 0.63 -1.82 7.80
H -0.44 -3.96 8.14
H 0.87 -4.14 7.00
H -1.08 -5.44 6.30
H -0.67 -4.23 5.11
H -3.08 -4.35 5.36
H -2.53 -2.78 5.91
H -3.23 -5.14 7.73
H -4.24 -3.72 7.46
H -2.71 -3.55 8.30
C 1.65 2.60 -8.54
C 0.41 2.56 -7.65
C 0.72 2.30 -6.18
C 1.39 0.96 -5.89
C 0.61 -0.27 -6.34
C -0.75 -0.40 -5.66
H 2.18 1.65 -8.54
H 1.38 2.82 -9.58
H 2.34 3.37 -8.20
H -0.29 1.80 -8.03
H -0.12 3.51 -7.73
H -0.21 2.37 -5.60
H 1.37 3.10 -5.81
H 1.56 0.89 -4.81
H 2.39 0.94 -6.35
H 1.20 -1.16 -6.12
H 0.47 -0.25 -7.43
H -0.64 -0.46 -4.58
H -1.27 -1.30 -5.99
H -1.40 0.45 -5.89
*
```

Computed properties:
- HOMO level: -9.51 eV
- Kohn-Sham gap: 10.3 eV
- Electronic energy: -1144.7409 hartree
- SMILES: COCCCCOC(=O)OCCN.CCCCCC.CCCCCC
- Relative energy (zero: lowest compared OMol25 entry of this formula, charge and spin): 0.0 kJ/mol
- Max |F|: 0.54 eV Å⁻¹
- LUMO energy: 0.752 eV

# 12
Below is a 2-piece molecular cluster, C4H8NS overall, with properties calculated with ωB97M-V/def2-TZVPD.

```
! RIJCOSX wB97M-V def2-TZVPD def2/J DEFGRID3
* xyz 1 3
C -1.54 0.98 -0.44
C 1.60 -0.50 0.86
C 0.86 -0.14 -0.37
C -2.36 -0.09 -0.01
N 2.07 0.64 -0.06
S -1.35 2.41 -1.02
H 1.30 0.01 1.85
H 2.09 -1.39 1.04
H 1.11 -0.63 -1.32
H -3.01 -0.39 -0.89
H -3.22 0.32 0.56
H -1.70 -0.96 0.38
H 2.00 1.62 0.39
H 3.02 0.52 -0.60
*
```

Computed properties:
- HOMO level (spin up / spin down): -10.26 / -14.05 eV
- Kohn-Sham gap (spin up / spin down): 6.6 / 7.8 eV
- Electronic energy: -609.6469 hartree
- <S²>: 2.008
- Relative energy (zero: lowest compared OMol25 entry of this formula, charge and spin): 293.8 kJ/mol
- Max |F|: 4.54 eV Å⁻¹
- LUMO energy (spin up / spin down): -3.668 / -6.263 eV

# 13
Below is C31H50O3P2RuS as an isolated structure, with properties calculated with ωB97M-V/def2-TZVPD.

```
! RIJCOSX wB97M-V def2-TZVPD def2/J DEFGRID3
* xyz 2 5
Ru -0.44 -1.41 -0.05
C -3.07 0.53 0.52
C -3.11 -0.44 -0.50
C -2.06 -1.37 1.40
C -2.42 0.01 1.66
C -2.50 -1.67 0.01
C -3.66 1.89 0.47
H -4.30 2.00 -0.41
H -2.87 2.67 0.44
H -4.26 2.07 1.37
C -2.29 0.71 2.94
H -1.37 1.31 3.00
H -2.31 0.00 3.77
H -3.11 1.44 3.09
C -1.96 -2.40 2.47
H -2.95 -2.76 2.79
H -1.45 -1.98 3.35
H -1.38 -3.25 2.11
C -2.87 -3.03 -0.46
H -3.96 -3.14 -0.52
H -2.47 -3.80 0.22
H -2.44 -3.23 -1.46
C -3.70 -0.27 -1.84
H -4.81 -0.22 -1.80
H -3.43 -1.11 -2.50
H -3.38 0.68 -2.30
C 0.62 0.46 0.27
C -0.16 1.03 -0.74
C 0.19 1.16 -2.17
C -0.31 -0.01 -3.08
C -0.12 -1.34 -2.47
C 0.94 -1.70 -1.60
C 2.14 -0.88 -1.21
C 2.04 0.10 -0.04
H 1.27 1.24 -2.31
H 0.21 0.05 -4.06
H -0.27 2.09 -2.53
H 2.62 1.01 -0.23
H 0.45 0.84 1.28
H -1.03 1.62 -0.44
H 2.48 -0.34 0.87
H 2.85 -1.65 -0.82
H 1.19 -2.78 -1.61
H 2.57 -0.38 -2.10
H -1.37 0.17 -3.31
H -0.73 -2.14 -2.92
P 4.02 -2.29 -2.52
P 2.15 -4.60 -1.08
C 4.40 -4.07 -2.79
C 3.88 -4.99 -1.68
H 5.50 -4.12 -2.84
H 3.99 -4.33 -3.77
H 3.86 -6.03 -2.04
H 4.54 -4.92 -0.80
C 1.97 -5.92 0.16
H 0.90 -6.12 0.32
H 2.42 -5.56 1.10
H 2.48 -6.84 -0.16
C 1.19 -5.24 -2.51
H 1.70 -6.08 -3.00
H 1.06 -4.43 -3.25
H 0.21 -5.56 -2.15
C 5.40 -1.76 -1.47
H 5.24 -0.72 -1.13
H 6.34 -1.80 -2.04
H 5.48 -2.40 -0.58
C 4.46 -1.57 -4.14
H 4.21 -2.28 -4.94
H 5.53 -1.33 -4.17
H 3.88 -0.65 -4.29
C -2.85 8.42 4.88
C -2.19 7.28 4.17
C -0.85 7.39 3.77
C -0.22 6.37 3.07
C -0.93 5.22 2.74
C -2.25 5.05 3.21
C -2.87 6.08 3.91
S -0.21 3.94 1.70
O -1.22 3.79 0.64
O 1.06 4.50 1.27
O -0.11 2.79 2.60
H -2.36 8.63 5.84
H -2.79 9.34 4.28
H -3.90 8.21 5.08
H -0.30 8.31 4.02
H 0.83 6.46 2.78
H -2.77 4.11 3.01
H -3.90 5.96 4.25
*
```

Computed properties:
- HOMO level (spin up / spin down): -11.96 / -12.59 eV
- Kohn-Sham gap (spin up / spin down): 5.9 / 4.1 eV
- Electronic energy: -2611.9149 hartree
- <S²>: 6.132
- Relative energy (zero: lowest compared OMol25 entry of this formula, charge and spin): 42.6 kJ/mol
- Max |F|: 3.39 eV Å⁻¹
- LUMO energy (spin up / spin down): -6.040 / -8.475 eV